(1)
83
Properties=species:S:1:pos:R:3 method="wB97M-V/def2-TZVPD" total_charge=-1 e_homo_ev=-3.85 lumo_ev=2.2
Na -0.798 1.745 1.566
C -0.293 -3.551 0.426
As 0.479 -2.306 -0.894
C 0.360 -3.575 -2.391
C 2.379 -2.561 -0.434
C 3.248 -3.232 -1.295
C 4.600 -3.343 -1.009
C 5.108 -2.784 0.154
C 4.255 -2.109 1.015
C 2.899 -1.977 0.730
As 1.715 -0.986 1.951
C 2.969 0.417 2.486
C 1.938 -2.142 3.519
H 0.290 -4.469 0.495
H -1.307 -3.782 0.098
H -0.351 -3.069 1.400
H -0.698 -3.666 -2.640
H 0.756 -4.559 -2.136
H 0.875 -3.184 -3.267
H 2.871 -3.676 -2.207
H 5.257 -3.865 -1.694
H 6.163 -2.866 0.386
H 4.660 -1.667 1.917
H 3.874 0.008 2.934
H 2.460 1.078 3.185
H 3.232 0.996 1.600
H 2.994 -2.341 3.703
H 1.416 -3.083 3.352
H 1.501 -1.638 4.381
C -3.638 2.326 0.689
O -2.465 1.823 0.075
Si -1.676 2.486 -1.306
C -0.155 3.319 -0.521
C -2.765 3.940 -1.816
C -1.300 1.216 -2.474
Si 0.330 1.240 -3.233
C 1.819 1.079 -2.050
C 0.707 2.836 -4.194
C 0.659 -0.119 -4.510
Si -2.643 0.047 -2.757
C -4.333 0.902 -2.918
C -2.528 -1.020 -4.316
C -2.952 -1.240 -1.391
H -4.393 2.594 -0.054
H -3.428 3.202 1.311
H -4.049 1.547 1.334
H -0.442 3.980 0.306
H 0.364 3.945 -1.253
H 0.606 2.613 -0.166
H -2.892 4.676 -1.015
H -3.751 3.629 -2.166
H -2.268 4.437 -2.655
H 2.175 2.051 -1.698
H 2.655 0.596 -2.568
H 1.572 0.469 -1.176
H 0.551 3.736 -3.590
H 0.045 2.908 -5.063
H 1.743 2.846 -4.549
H 0.808 -1.088 -4.025
H 1.589 0.134 -5.032
H -0.130 -0.230 -5.253
H -4.327 1.635 -3.729
H -4.620 1.421 -1.998
H -5.111 0.160 -3.129
H -2.464 -0.424 -5.229
H -3.434 -1.633 -4.375
H -1.669 -1.696 -4.293
H -2.795 -0.809 -0.400
H -2.280 -2.096 -1.497
H -3.977 -1.622 -1.445
O 0.766 2.477 3.424
C -0.331 2.160 3.940
O -1.470 2.449 3.502
C -0.265 1.250 5.155
C 0.272 1.694 6.361
C 0.319 0.822 7.432
C -0.150 -0.474 7.260
C -0.646 -0.828 6.017
N -0.715 0.006 4.981
H 0.646 2.706 6.435
H 0.720 1.141 8.386
H -0.129 -1.195 8.066
H -1.007 -1.837 5.839

(2)
12
Properties=species:S:1:pos:R:3 method="wB97M-V/def2-TZVPD" total_charge=-1 e_homo_ev=-4.26 lumo_ev=4.0 e_above_lowest_kj_mol=103.6
C 2.075 -0.829 -1.641
C 1.076 -0.155 -1.048
N -0.190 -0.581 -0.661
H 2.123 -1.917 -1.550
H 2.844 -0.363 -2.240
H 1.160 0.937 -0.991
H -0.078 -1.550 -0.361
H -0.498 -0.073 0.178
O -1.758 2.285 1.811
C -2.147 1.105 2.029
O -1.455 0.071 1.954
H -3.152 1.070 2.521

(3)
83
Properties=species:S:1:pos:R:3 method="wB97M-V/def2-TZVPD" total_charge=+4 e_homo_ev="-17.44 / -17.44" lumo_ev="-14.5 / -14.5" e_above_lowest_kj_mol=230.5
C 5.277 4.708 -3.974
C 4.255 5.511 -3.328
C 4.401 6.898 -3.512
C 5.495 7.426 -4.207
N 6.478 6.697 -4.745
C 6.325 5.362 -4.643
C 3.151 5.161 -2.453
C 2.395 4.995 -1.472
C 2.426 3.956 -0.383
C 2.469 2.608 -1.010
C 2.253 1.573 -0.078
C 2.422 1.885 1.344
C 3.220 2.983 1.700
C 2.975 4.136 0.907
Zr 0.104 3.241 -0.973
P -1.617 1.188 -1.776
H 3.749 7.596 -2.996
H 5.414 3.627 -3.899
H 5.634 8.508 -4.312
H 7.160 4.802 -5.101
H 3.408 5.109 1.019
H 2.495 2.538 -2.141
H 3.870 3.001 2.611
H 2.047 0.558 -0.465
C -2.978 0.334 -0.881
C -4.386 0.803 -1.239
H -2.864 0.359 0.219
H -2.855 -0.735 -1.161
H -5.100 0.154 -0.715
H -4.595 1.835 -0.940
H -4.614 0.714 -2.304
C -2.193 2.669 -2.729
C -1.407 2.915 -4.025
H -2.174 3.605 -2.131
H -3.253 2.488 -2.889
H -1.462 3.980 -4.317
H -0.328 2.677 -3.919
H -1.784 2.333 -4.885
C -1.433 -0.026 -3.090
C -2.670 -0.171 -3.991
H -1.210 -0.980 -2.581
H -0.545 0.278 -3.655
H -2.378 -0.683 -4.918
H -3.444 -0.803 -3.530
H -3.161 0.766 -4.301
Br 1.231 0.961 2.473
P -1.362 3.647 1.721
C -2.882 3.313 0.778
C -4.206 3.990 1.274
H -3.005 2.214 0.705
H -2.691 3.708 -0.246
H -4.981 3.926 0.491
H -4.644 3.523 2.168
H -4.060 5.059 1.505
C -1.461 2.744 3.422
C -1.190 3.520 4.731
H -0.674 1.976 3.224
H -2.403 2.169 3.548
H -0.913 2.855 5.560
H -0.359 4.214 4.595
H -2.083 4.083 5.029
C 0.101 4.537 1.007
C 0.130 6.109 1.284
H 0.437 4.856 -0.231
H 0.948 3.999 1.434
H 1.112 6.352 0.822
H -0.662 6.400 0.565
H -0.039 6.408 2.340
N 1.912 -6.213 -0.795
C 2.681 -5.213 -0.244
O 3.807 -5.389 0.175
C 1.983 -3.857 -0.219
C 0.717 -3.454 -0.731
C 0.269 -2.117 -0.614
N 1.039 -1.130 -0.169
C 2.204 -1.485 0.377
C 2.668 -2.824 0.436
H 2.249 -7.154 -0.687
H 0.910 -6.086 -0.796
H 0.014 -4.082 -1.267
H -0.755 -1.862 -0.926
H 2.852 -0.685 0.767
H 3.571 -2.976 0.987

(4)
68
Properties=species:S:1:pos:R:3 method="wB97M-V/def2-TZVPD" spin_multiplicity=8 s2=15.76 total_charge=-2 e_homo_ev="-2.26 / -2.29" lumo_ev="3.8 / 3.8" e_above_lowest_kj_mol=0.0
Eu -1.522 -0.187 1.140
N -3.235 -0.284 3.756
C -2.256 -0.237 4.726
C -2.107 -1.510 5.178
N -3.025 -2.398 4.562
C -3.678 -1.586 3.776
C -4.919 -1.921 3.072
N -5.560 -3.075 3.271
C -6.772 -2.948 2.739
C -6.899 -1.761 2.082
N -5.713 -1.064 2.275
H -3.812 0.574 3.483
H -1.699 0.673 4.878
H -1.404 -1.871 5.889
H -7.489 -3.752 2.677
H -7.612 -1.344 1.435
H -5.658 -0.013 2.092
I 1.707 -1.936 0.971
C 3.587 -1.080 -0.005
C 4.731 -1.979 -0.063
C 5.986 -1.586 -0.411
C 6.232 -0.243 -0.674
C 5.206 0.717 -0.566
C 5.483 2.127 -0.540
C 4.487 3.008 -0.412
C 3.111 2.587 -0.419
C 2.825 1.225 -0.437
P 1.043 0.792 -0.933
C 1.163 -0.408 -2.353
C 2.302 -0.803 -3.075
C 2.209 -1.645 -4.163
C 0.952 -1.998 -4.628
C -0.182 -1.657 -3.898
C -0.048 -0.874 -2.768
C 0.638 2.283 -1.979
C -0.524 2.988 -1.672
C -0.862 4.075 -2.494
C -0.081 4.390 -3.564
C 1.078 3.678 -3.920
C 1.422 2.651 -3.097
C 3.862 0.286 -0.281
H 4.589 -2.960 0.319
H 6.825 -2.297 -0.295
H 7.242 0.276 -0.780
H 6.536 2.270 -0.594
H 4.657 4.077 -0.393
H 2.398 3.381 -0.221
H 3.327 -0.545 -2.784
H 3.110 -2.015 -4.674
H 0.888 -2.567 -5.557
H -1.164 -1.983 -4.339
H -0.965 -0.611 -2.198
H -1.146 2.684 -0.837
H -1.841 4.477 -2.423
H -0.513 5.154 -4.324
H 1.588 3.963 -4.820
H 2.382 2.129 -3.305
Se -3.867 4.899 0.094
Sb -3.779 2.698 1.167
Se -3.669 0.798 -0.550
Se -1.538 2.400 2.297
Se -5.309 2.296 2.975
C -0.321 -3.975 2.955
C -0.155 -2.894 1.911
O -1.156 -2.609 1.270
H -0.277 -4.868 2.280
H -1.250 -3.976 3.473
H 0.441 -4.101 3.701

(5)
23
Properties=species:S:1:pos:R:3 method="wB97M-V/def2-TZVPD" total_charge=0 e_homo_ev=-6.86 lumo_ev=0.0 e_above_lowest_kj_mol=451.8
B 2.468 0.795 0.371
C -3.186 1.117 0.298
C -2.952 0.577 1.601
C -2.257 0.940 -0.712
C -1.916 -0.323 1.769
C -1.156 0.144 -0.503
C -1.050 -0.498 0.687
C 0.852 -0.887 -0.447
C 1.520 -2.051 -1.069
N -0.107 -0.207 -1.336
O 0.103 -1.282 0.736
O 1.651 1.875 0.465
O 3.764 0.704 0.703
H -3.783 1.978 0.231
H -3.540 1.016 2.450
H -2.587 1.323 -1.695
H -1.594 -0.656 2.807
H 2.546 -1.740 -1.524
H 0.886 -2.406 -1.779
H 1.677 -2.931 -0.269
H 0.219 0.428 -1.994
H 1.847 2.686 1.094
H 4.411 1.437 1.031

(6)
17
Properties=species:S:1:pos:R:3 method="wB97M-V/def2-TZVPD" total_charge=0 e_homo_ev=-7.35 lumo_ev=0.5 e_above_lowest_kj_mol=531.6
C 0.397 1.612 0.157
N 0.778 -0.893 -0.082
C -0.071 0.222 0.468
N 2.193 -0.679 -0.099
N -0.783 -0.189 1.463
H 0.452 -1.728 0.417
H 2.542 -0.817 0.846
H 2.610 -1.376 -0.709
H -1.276 0.581 1.907
H 1.240 1.894 0.794
H 0.700 1.708 -0.884
H -0.431 2.299 0.329
N -2.303 -0.706 -1.039
O -1.040 -0.135 -1.317
H 0.260 -0.930 -1.088
H -2.292 -0.923 -0.030
H -2.974 0.058 -1.134

(7)
119
Properties=species:S:1:pos:R:3 method="wB97M-V/def2-TZVPD" smiles="C=Cc1c2c(cc(Br)c1P(C)CC)C(=O)C(CCCS)=C(Cc1ccccc1C)C2=O.Fc1ccccc1.Fc1ccccc1.Fc1ccccc1.Fc1ccccc1.Fc1ccccc1" total_charge=0 e_homo_ev=-7.99 lumo_ev=-0.9 e_above_lowest_kj_mol=0.0
C 1.005 5.427 0.940
C 1.863 4.577 0.350
C 1.655 3.851 -0.936
C 0.828 2.737 -0.937
C 0.579 2.041 -2.105
C 1.178 2.427 -3.275
C 1.988 3.523 -3.267
Br 2.780 4.014 -4.956
C 2.262 4.282 -2.133
P 3.354 5.755 -2.371
C 2.145 7.127 -2.747
C 4.266 6.216 -0.803
C 3.612 7.448 -0.117
C -0.354 0.856 -2.063
O -0.183 -0.120 -2.775
C -1.487 0.974 -1.079
C -2.807 0.358 -1.508
C -3.316 -0.800 -0.619
C -4.130 -1.798 -1.489
S -5.524 -0.948 -2.318
C -1.256 1.600 0.078
C -2.313 1.754 1.178
C -3.336 2.864 0.948
C -4.556 2.560 0.356
C -5.510 3.517 0.131
C -5.306 4.821 0.513
C -4.109 5.138 1.110
C -3.138 4.183 1.336
C -1.861 4.641 2.017
C 0.156 2.196 0.314
O 0.694 2.191 1.396
H 0.761 5.274 1.993
H 0.581 6.309 0.455
H 2.795 4.355 0.883
H 0.985 1.855 -4.176
H 2.751 8.019 -2.920
H 1.390 7.258 -1.970
H 1.705 6.849 -3.710
H 5.278 6.531 -1.068
H 4.304 5.397 -0.080
H 4.046 7.630 0.875
H 2.540 7.327 0.034
H 3.759 8.359 -0.706
H -2.650 -0.056 -2.514
H -3.547 1.150 -1.644
H -2.507 -1.350 -0.126
H -4.006 -0.435 0.149
H -3.457 -2.174 -2.261
H -4.508 -2.622 -0.881
H -6.106 -0.174 -1.377
H -2.814 0.811 1.399
H -1.777 2.005 2.102
H -4.770 1.547 0.032
H -6.441 3.215 -0.339
H -6.072 5.570 0.340
H -3.916 6.165 1.413
H -1.554 5.598 1.591
H -1.083 3.887 1.919
H -2.043 4.807 3.086
F -2.605 1.282 4.803
C -1.777 0.266 5.116
C -2.227 -0.750 5.935
C -1.370 -1.794 6.248
C -0.077 -1.806 5.746
C 0.361 -0.776 4.925
C -0.494 0.269 4.601
H -3.238 -0.719 6.321
H -1.712 -2.600 6.884
H 0.592 -2.620 5.992
H 1.369 -0.786 4.536
H -0.187 1.081 3.952
F 2.427 -2.810 4.042
C 3.257 -3.829 4.347
C 2.805 -4.844 5.166
C 3.660 -5.893 5.474
C 4.953 -5.908 4.969
C 5.392 -4.876 4.151
C 4.538 -3.830 3.831
H 1.795 -4.811 5.555
H 3.316 -6.699 6.108
H 5.617 -6.722 5.214
H 6.401 -4.886 3.761
H 4.859 -3.021 3.189
F 6.872 -7.700 3.622
C 7.704 -8.718 3.924
C 7.251 -9.736 4.739
C 8.107 -10.785 5.045
C 9.401 -10.796 4.542
C 9.840 -9.761 3.727
C 8.985 -8.715 3.410
H 6.242 -9.704 5.127
H 7.763 -11.593 5.677
H 10.067 -11.614 4.785
H 10.849 -9.768 3.338
H 9.306 -7.903 2.770
F -6.328 2.925 -3.153
C -6.445 2.595 -4.456
C -5.649 1.591 -4.968
C -5.773 1.248 -6.307
C -6.681 1.920 -7.115
C -7.470 2.931 -6.584
C -7.357 3.270 -5.243
H -4.943 1.084 -4.324
H -5.161 0.457 -6.719
H -6.773 1.654 -8.161
H -8.175 3.458 -7.214
H -7.968 4.050 -4.807
F -1.829 -5.060 -7.798
C -1.504 -4.189 -6.823
C -0.473 -3.296 -7.034
C -0.143 -2.397 -6.029
C -0.838 -2.406 -4.826
C -1.869 -3.317 -4.633
C -2.210 -4.212 -5.637
H 0.063 -3.308 -7.974
H 0.659 -1.687 -6.185
H -0.571 -1.702 -4.044
H -2.409 -3.333 -3.697
H -3.016 -4.923 -5.506

(8)
92
Properties=species:S:1:pos:R:3 method="wB97M-V/def2-TZVPD" spin_multiplicity=2 s2=0.75 total_charge=0 e_homo_ev="-9.05 / -9.67" lumo_ev="0.2 / -0.2"
C -0.522 -0.177 6.195
C -0.481 0.482 4.762
C 0.430 1.772 4.953
C 0.264 -0.420 3.719
C -0.589 -1.545 3.051
Cl -0.706 -2.940 4.252
C 0.042 -2.155 1.743
C 1.520 -1.741 1.452
C 1.896 -2.297 0.026
Br 3.209 -1.037 -0.812
C -2.003 -0.957 2.668
C -2.194 0.569 2.966
C -1.565 1.506 1.845
C -3.757 0.822 2.848
N -1.820 0.976 4.342
O -2.732 0.499 5.145
H -0.905 0.598 6.893
H 0.531 -0.361 6.513
H -1.102 -1.112 6.223
H -0.234 2.541 5.401
H 1.302 1.566 5.606
H 0.744 2.161 3.957
H 1.114 -0.890 4.265
H 0.740 0.263 2.979
H -0.541 -1.917 0.823
H -0.007 -3.265 1.827
H 2.233 -2.101 2.222
H 1.653 -0.640 1.365
H 1.027 -2.283 -0.661
H 2.382 -3.286 0.061
H -2.306 -1.130 1.619
H -2.752 -1.491 3.300
H -0.603 1.034 1.532
H -2.248 1.656 0.995
H -1.275 2.447 2.360
H -4.354 -0.013 3.256
H -4.039 1.809 3.266
H -4.015 0.878 1.762
C 7.621 -3.296 -1.569
C 6.712 -3.292 -2.823
C 5.335 -3.959 -2.718
F 5.410 -5.273 -2.453
F 4.674 -3.848 -3.897
F 7.407 -3.798 -3.864
F 6.481 -1.982 -3.119
O 8.672 -4.273 -1.476
C 8.429 -5.548 -0.946
C 8.660 -6.658 -1.977
F 7.866 -6.514 -3.051
F 8.382 -7.863 -1.432
F 7.217 -5.600 -0.378
F 9.315 -5.712 0.056
H 8.167 -2.352 -1.617
H 7.046 -3.239 -0.644
H 4.726 -3.481 -1.947
H 9.697 -6.656 -2.319
C 1.328 2.293 -2.751
C 0.086 1.379 -2.616
C -1.014 1.504 -3.676
F -1.588 2.717 -3.699
F -2.007 0.623 -3.402
F -0.429 1.522 -1.373
F 0.549 0.102 -2.692
O 1.396 3.484 -1.947
C 0.817 4.683 -2.382
C -0.309 5.152 -1.453
F -1.296 4.240 -1.362
F -0.860 6.290 -1.929
F 0.437 4.587 -3.663
F 1.797 5.604 -2.355
H 2.160 1.694 -2.376
H 1.578 2.498 -3.792
H -0.628 1.280 -4.674
H 0.074 5.339 -0.448
C -4.966 1.475 -1.855
C -5.684 1.496 -3.228
C -5.991 2.863 -3.853
F -6.828 3.605 -3.114
F -6.597 2.688 -5.054
F -6.802 0.743 -3.150
F -4.852 0.858 -4.095
O -5.748 1.270 -0.664
C -6.357 2.346 -0.004
C -7.885 2.229 0.008
F -8.392 2.186 -1.236
F -8.428 3.303 0.624
F -5.921 3.510 -0.499
F -5.921 2.299 1.270
H -4.328 0.591 -1.886
H -4.276 2.313 -1.739
H -5.072 3.432 -4.019
H -8.197 1.325 0.534

| no. | molar mass (g mol⁻¹) |
| --- | --- |
| 1 | 678.758 |
| 2 | 88.086 |
| 3 | 707.789 |
| 4 | 1204.999 |
| 5 | 178.984 |
| 6 | 106.129 |
| 7 | 995.973 |
| 8 | 1007.881 |